(1)
Entry from OMol25: a single C5H12N2O molecule (the ωB97M-V functional and the def2-TZVPD basis).

Last column: Mulliken charge in e.
Atoms and positions in Å:
O 2.382 -1.627 -2.103  -0.59
N -0.404 2.774 0.587  -0.44
N 1.387 -0.477 -0.477  -0.20
C 0.258 0.224 0.223  0.08
C -0.922 -0.664 -0.033  -0.87
C 1.299 -1.440 -1.519  0.03
C -0.917 -1.682 1.108  -1.16
C -0.092 1.734 -0.302  -0.87
H -0.175 -1.597 1.944  0.30
H 0.857 2.021 -0.905  0.34
H -0.829 1.481 -1.117  0.25
H 2.266 -0.379 0.014  0.27
H -0.869 2.582 1.413  0.19
H -1.802 0.027 0.096  0.39
H -1.904 -1.607 1.509  0.35
H -0.755 -2.705 0.682  0.26
H -1.034 -0.928 -1.067  0.57
H 0.292 3.545 0.658  0.22
H 0.602 0.433 1.154  0.53
H 0.361 -1.716 -1.862  0.35

**HOMO level**: -0.3187 hartree
**Total energy**: -382.386205 Ha
**Frontier orbital gap**: 9.564 eV
**Total charge**: 0
**Relative energy (zero: lowest compared OMol25 entry of this formula, charge and spin)**: 3.165 eV
**LUMO level**: 0.8927 eV



(2)
Entry from OMol25: a molecular structure, C26H32ClFFeN2O2 (the ωB97M-V functional and the def2-TZVPD basis).

Last column: Mulliken spin population.
Atoms and positions in Å:
Fe -0.015 -0.115 -0.047  3.76
Cl -0.682 -1.168 -1.878  0.09
F -1.260 2.196 5.954  0.00
O -1.218 3.397 -2.444  -0.01
O 2.061 -3.074 1.967  -0.01
N -1.190 1.757 -0.900  0.12
N 0.532 -1.812 0.948  0.15
C -0.500 2.609 -1.649  0.00
C 0.528 1.718 2.795  0.01
C -3.271 2.530 0.160  -0.04
C 1.769 -1.981 1.275  0.03
C 3.032 -1.093 -1.668  -0.07
C -0.299 -3.924 0.014  0.01
C 0.244 2.156 4.100  0.01
C -2.621 2.017 -1.120  0.05
C -1.897 0.991 3.979  0.01
C -1.561 -2.802 1.852  -0.01
C 1.581 1.354 -1.773  -0.17
C 3.723 -2.423 -1.643  0.03
C 2.874 -1.045 0.886  -0.29
C 1.583 0.489 -0.640  1.14
C 2.071 0.802 -2.954  -0.02
C -3.307 0.743 -1.569  0.01
C -0.376 0.919 2.074  -0.23
C 2.735 -0.420 -2.857  0.49
C -1.572 0.589 2.678  0.11
C 1.762 1.468 -4.262  0.05
C -2.620 3.080 -2.229  -0.01
C -0.184 -3.072 1.269  0.11
C 0.778 -3.738 2.245  -0.03
C 2.543 -0.533 -0.489  -0.21
C 0.978 2.710 -1.652  -0.33
C -0.968 1.776 4.666  0.00
H -3.314 0.005 -0.755  0.01
H -4.339 0.993 -1.856  0.00
H -2.197 -2.314 1.099  -0.01
H 1.474 2.006 2.324  0.08
H 3.066 -0.896 -3.806  0.06
H -2.009 -3.760 2.137  0.00
H 4.057 -2.665 -2.663  0.01
H 1.285 3.380 -2.470  0.00
H -3.154 3.998 -1.956  0.00
H 0.704 -4.199 -0.353  0.00
H -3.184 1.782 0.959  0.02
H -2.834 0.716 4.462  0.00
H 3.004 -3.202 -1.318  0.00
H 2.176 0.854 -5.074  0.01
H -0.842 -4.841 0.273  0.00
H 2.185 2.482 -4.311  -0.01
H 2.892 -0.221 1.625  0.14
H 0.946 2.770 4.650  0.01
H 0.922 -4.818 2.084  0.00
H -0.828 -3.364 -0.770  0.00
H 4.583 -2.422 -0.959  0.00
H -2.333 -0.026 2.134  -0.03
H 3.830 -1.565 0.927  -0.02
H -3.032 2.701 -3.173  0.00
H 0.595 1.002 0.739  -0.10
H 1.281 3.193 -0.701  0.13
H -1.467 -2.168 2.742  0.00
H -2.794 3.469 0.475  -0.01
H 0.513 -3.569 3.297  0.00
H -2.769 0.323 -2.427  0.00
H 0.665 1.527 -4.382  -0.01
H -4.333 2.729 -0.041  0.00

**HOMO level (alpha / beta)**: 0.0063 / -0.1237 hartree
**Total energy**: -3093.592200 Ha
**Frontier orbital gap (alpha / beta)**: 2.582 / 6.088 eV
**Total charge**: -1
**Spin multiplicity**: 6
**LUMO level (alpha / beta)**: 2.7541 / 2.7214 eV



(3)
Entry from OMol25: 2 unconnected molecules or ions with the total composition C15H37N2O2S (the ωB97M-V functional and the def2-TZVPD basis).

Last column: Mulliken charge in e.
Atoms and positions in Å:
S 1.108 -0.003 3.295  -0.16
O -1.104 -5.502 1.958  -0.41
O 0.800 6.624 -0.685  -0.36
N 0.340 -0.581 -1.523  -0.08
N 1.280 3.812 -0.220  -0.54
C -0.921 -2.131 -3.150  -0.72
C -0.015 4.706 1.646  -1.30
C 1.220 -4.019 -0.543  -0.24
C -0.711 -3.177 -2.052  -0.17
C 1.631 6.198 0.377  -0.76
C -0.338 7.379 -0.311  -0.62
C -2.299 -5.212 2.655  -0.67
C -0.840 -4.600 0.914  0.07
C 1.297 4.792 0.879  0.31
C 0.746 -3.665 -1.955  -1.12
C 0.289 0.609 0.651  -0.46
C -0.494 -0.294 -0.290  -0.15
C -0.388 -0.716 -2.845  -0.67
C -0.180 0.486 2.112  -0.89
C 0.397 -5.096 0.172  -0.87
H 2.203 3.780 -0.643  0.27
H -1.020 -0.205 2.204  0.44
H -0.416 -2.487 -4.050  0.32
H 2.109 4.504 1.554  0.36
H 1.021 -5.589 0.918  0.38
H -3.182 -5.497 2.071  0.28
H 0.872 -4.533 -2.609  0.42
H -1.371 -4.022 -2.250  0.55
H 0.219 1.650 0.320  0.22
H -0.870 4.777 0.971  0.34
H 1.352 0.347 0.603  0.50
H 0.105 -5.870 -0.545  0.27
H -0.538 1.448 2.478  0.29
H -0.104 8.060 0.513  0.30
H -1.718 -4.522 0.257  0.33
H -0.081 3.754 2.172  0.09
H -0.633 7.968 -1.178  0.25
H 1.015 0.182 -1.603  0.45
H -2.282 -5.788 3.579  0.28
H 1.431 -2.920 -2.392  0.60
H 0.885 -1.433 -1.360  0.12
H 0.314 -0.386 -3.609  0.42
H -0.099 5.506 2.382  0.42
H 1.598 6.918 1.202  0.41
H 1.240 -3.109 0.081  0.08
H -0.747 -1.244 0.175  -0.04
H 2.259 -4.347 -0.608  0.35
H -1.413 0.165 -0.655  0.30
H -2.366 -4.145 2.906  0.26
H -1.048 -2.780 -1.092  -0.15
H -1.190 0.019 -2.790  0.37
H -1.978 -2.044 -3.399  0.41
H -1.179 6.748 -0.012  0.22
H 1.129 -1.302 2.955  0.08
H -0.658 -3.591 1.336  -0.04
H 2.649 6.188 -0.021  0.37
H 0.673 4.189 -0.945  0.27

**HOMO level**: -0.4296 hartree
**Total energy**: -1251.618199 Ha
**Frontier orbital gap**: 9.048 eV
**Total charge**: +1
**LUMO level**: -2.6423 eV



(4)
Entry from OMol25: a gas-phase ion, C6H10IN2O (charge +1) (the ωB97M-V functional and the def2-TZVPD basis).

Last column: Mulliken charge in e.
Atoms and positions in Å:
I 2.572 -0.905 1.810  0.21
O 1.245 -1.774 -1.024  -0.39
N 1.009 -2.201 2.091  -0.55
N 0.319 0.220 -0.747  0.07
C 0.162 2.128 0.700  -0.78
C -0.032 1.387 -0.598  0.52
C -0.045 -2.439 1.463  0.10
C 0.347 -1.010 -0.456  -0.04
C -0.673 2.037 -1.759  -1.23
C -0.739 -1.726 0.264  -0.31
H -1.397 -0.970 0.837  0.30
H -0.253 1.721 -2.748  0.39
H -1.305 -2.427 -0.298  0.33
H -0.553 3.232 -1.870  0.33
H 1.052 2.820 0.419  0.30
H -0.762 2.594 0.816  0.39
H 0.417 1.356 1.438  0.22
H -1.748 1.801 -1.748  0.32
H -0.690 -3.210 2.072  0.36
H 1.074 -2.635 -0.661  0.45

**HOMO level**: -0.4627 hartree
**Total energy**: -716.719558 Ha
**Frontier orbital gap**: 8.317 eV
**Total charge**: +1
**Relative energy (zero: lowest compared OMol25 entry of this formula, charge and spin)**: 2.739 eV
**LUMO level**: -4.2727 eV



(5)
Entry from OMol25: a molecular structure, C20H31N3O4S (the ωB97M-V functional and the def2-TZVPD basis).

Last column: Mulliken charge in e.
Atoms and positions in Å:
S 2.884 -0.998 -0.601  1.45
O 3.442 -1.074 -1.827  -0.61
O 6.393 0.631 0.207  -0.37
O -3.094 -0.501 3.061  -0.78
O 2.826 -2.200 0.204  -0.81
N -1.365 0.291 1.891  -0.04
N -2.258 1.747 -0.350  0.35
N 3.715 -0.017 0.580  -0.10
C -1.193 1.173 -0.286  0.77
C -4.310 -1.851 1.031  -0.50
C 5.549 1.082 -0.495  -0.25
C -0.711 0.673 0.730  0.08
C -3.253 -1.047 0.943  0.64
C 4.254 1.476 -0.007  -0.94
C -2.879 2.567 0.819  -1.41
C 4.667 -0.624 1.427  -0.61
C 0.477 -0.060 0.560  0.19
C -2.828 2.307 -1.621  -2.05
C -4.165 3.304 -1.012  -0.41
C 1.360 -0.334 -0.604  -0.34
C -5.008 -2.054 -0.227  -1.73
C -4.234 -2.985 -1.221  -0.16
C -5.211 -3.381 -2.313  -1.11
C -2.584 -0.360 1.931  -0.26
C -4.317 2.905 0.205  -0.47
C 0.877 0.551 -1.593  -0.39
C -0.362 1.111 -1.715  -2.36
C 6.151 -0.818 0.775  -0.57
H 4.456 1.880 0.782  0.81
H -4.886 2.129 0.472  0.33
H -6.185 -3.974 -2.006  0.27
H -2.358 -1.416 0.186  0.08
H -3.955 4.497 -1.549  0.19
H 5.472 0.289 -1.579  0.16
H 4.821 0.111 2.205  0.39
H -1.039 0.572 2.817  0.28
H -3.030 1.854 -2.361  1.27
H 1.450 0.529 -2.586  0.27
H 0.977 -0.601 1.418  0.33
H 3.475 1.605 -0.924  0.16
H -3.490 -2.308 -1.377  0.33
H -5.874 -2.638 -0.007  0.63
H 4.327 -1.694 1.727  0.35
H -2.320 3.606 1.015  0.31
H 5.947 2.057 -1.082  0.31
H -4.078 -2.830 1.577  0.31
H -4.986 -1.490 1.626  0.44
H -0.663 1.573 -2.413  1.07
H -5.431 -1.299 -0.573  0.99
H -2.696 2.142 1.587  1.07
H 6.062 -1.510 -0.226  0.24
H -4.844 3.813 1.019  0.22
H -3.885 -3.940 -0.611  0.20
H -3.445 -0.029 0.106  -0.18
H -4.886 2.987 -1.784  0.28
H -5.622 -2.405 -2.885  0.24
H -4.714 -4.028 -3.183  0.29
H -2.207 3.145 -1.979  0.61
H 6.732 -1.036 1.498  0.54

**HOMO level**: -0.2980 hartree
**Total energy**: -1643.321693 Ha
**Frontier orbital gap**: 8.170 eV
**Total charge**: 0
**Relative energy (zero: lowest compared OMol25 entry of this formula, charge and spin)**: 24.282 eV
**LUMO level**: 0.0612 eV



(6)
Entry from OMol25: a single C4H6N2 molecule (the ωB97M-V functional and the def2-TZVPD basis).

Last column: Mulliken charge in e.
Atoms and positions in Å:
N 2.246 0.334 0.158  -0.35
N -0.499 -1.622 0.168  -0.59
C 1.068 0.270 -0.433  -0.21
C -1.549 -0.878 0.151  0.06
C -0.102 0.909 -0.224  0.29
C -1.408 0.550 -0.059  -0.82
H -2.251 1.236 -0.054  0.34
H 0.492 1.626 -0.917  0.19
H 2.350 0.685 1.104  0.22
H -0.719 -2.607 0.296  0.22
H -2.564 -1.275 0.286  0.36
H 3.018 0.534 -0.459  0.29

**HOMO level**: -0.2727 hartree
**Total energy**: -265.374211 Ha
**Frontier orbital gap**: 7.967 eV
**Total charge**: 0
**Relative energy (zero: lowest compared OMol25 entry of this formula, charge and spin)**: 4.391 eV
**LUMO level**: 0.5474 eV



(7)
Entry from OMol25: 2 unconnected molecules or ions with the total composition CF4N2 (the ωB97M-V functional and the def2-TZVPD basis).

Last column: Mulliken charge in e.
Atoms and positions in Å:
F 2.020 -0.372 0.766  -0.11
F -2.492 0.623 0.345  -0.18
F -0.708 -1.763 -0.474  -0.15
F 1.562 1.390 -0.254  -0.08
N 1.567 0.070 -0.424  0.09
N -1.070 0.473 0.265  -0.12
C -0.565 -0.540 -0.095  0.55

**HOMO level (alpha / beta)**: -0.3774 / -0.4040 hartree
**Total energy**: -546.744467 Ha
**Frontier orbital gap (alpha / beta)**: 9.100 / 9.531 eV
**Total charge**: 0
**Relative energy (zero: lowest compared OMol25 entry of this formula, charge and spin)**: 3.504 eV
**LUMO level (alpha / beta)**: -1.1696 / -1.4637 eV



(8)
Entry from OMol25: a molecular structure, C18H16CeN4O3S4 (the ωB97M-V functional and the def2-TZVPD basis).

Last column: Mulliken charge in e.
Atoms and positions in Å:
Ce -0.693 0.458 -0.692  1.10
S -1.305 -2.070 -1.672  -0.28
S -0.278 2.881 -3.755  1.04
S -1.734 -3.832 0.771  -0.10
S 0.627 1.899 1.405  -0.28
O -0.673 4.161 -3.245  -0.60
O 1.437 0.589 -1.366  -0.68
O -1.083 2.237 -4.730  -0.61
N -1.445 3.215 0.296  0.02
N 0.504 4.290 0.163  0.22
N -1.347 -1.280 0.871  -0.20
N -0.123 1.847 -2.422  -0.24
C 1.941 4.470 0.038  -0.89
C -1.507 -1.684 2.193  0.11
C -1.467 -0.855 3.312  -0.36
C 4.174 2.487 -4.260  -0.66
C 3.464 1.805 -3.282  -0.61
C -1.879 -2.796 4.692  -0.53
C -0.443 5.272 -0.376  -0.55
C -1.732 -3.058 2.338  0.82
C 2.093 2.005 -3.225  0.14
C -1.657 -1.423 4.555  -0.73
C 2.149 3.535 -5.099  -0.69
C 1.139 1.426 -2.277  1.12
C -1.797 4.552 -0.267  -0.65
C -1.918 -3.628 3.589  -0.53
C 3.528 3.338 -5.152  -0.49
C -0.087 3.198 0.582  0.10
C -1.446 -2.312 0.026  0.54
C 1.458 2.854 -4.125  0.28
H 5.244 2.351 -4.334  0.45
H -0.202 5.488 -1.411  0.33
H -2.478 5.067 0.405  0.38
H -2.021 -3.219 5.677  0.41
H 1.638 4.187 -5.794  0.51
H -2.087 -4.691 3.695  0.42
H -1.282 0.205 3.190  0.27
H 3.953 1.134 -2.587  0.55
H 4.102 3.857 -5.908  0.45
H -1.634 -0.797 5.437  0.42
H 2.442 3.522 0.222  0.34
H 2.304 5.204 0.757  0.33
H -2.030 2.916 1.065  0.29
H -0.395 6.190 0.208  0.41
H 2.169 4.819 -0.970  0.34
H -2.262 4.443 -1.242  0.31

**HOMO level (alpha / beta)**: -0.5237 / -0.5238 hartree
**Total energy**: -3207.679471 Ha
**Frontier orbital gap (alpha / beta)**: 5.120 / 5.202 eV
**Total charge**: +2
**LUMO level (alpha / beta)**: -9.1301 / -9.0515 eV



(9)
Entry from OMol25: a molecular structure, C26H28Cl2N2O6SeV (the ωB97M-V functional and the def2-TZVPD basis).

Last column: Mulliken spin population.
Atoms and positions in Å:
Se 1.369 2.334 -0.247  -0.15
V -0.985 1.052 -0.988  2.34
Cl -3.709 4.090 1.519  0.00
Cl 0.651 0.981 1.636  0.02
O 2.408 -0.983 -0.113  0.00
O 6.462 0.134 4.462  0.00
O -1.838 -1.422 0.589  0.01
O 7.621 -1.199 3.231  0.00
O -0.147 0.602 0.462  -0.07
O -1.718 -0.490 -2.265  0.01
N 6.597 -0.553 3.452  0.00
N -1.744 2.263 0.296  -0.41
C 0.852 4.694 -4.386  -0.01
C 4.637 -1.499 0.460  0.00
C -1.423 2.653 1.545  0.12
C -2.002 -2.206 -0.560  -0.01
C 3.295 0.018 1.868  0.01
C 0.176 5.106 -3.247  -0.01
C -2.210 3.584 2.262  -0.02
C 0.226 2.966 3.453  0.01
C -0.842 0.169 -3.227  0.07
C 5.670 -1.389 1.346  0.01
C 2.048 0.642 2.090  0.04
C 3.376 -0.833 0.662  0.01
C -1.173 -2.104 1.638  0.00
C -0.365 5.030 -0.810  -0.01
C 0.394 4.511 -2.005  0.00
C 1.781 3.670 -4.254  0.00
C 1.322 3.464 -1.886  0.03
C 0.618 5.356 -5.720  0.00
C -0.609 3.902 4.023  0.00
C 5.530 -0.610 2.506  0.00
C 2.031 3.055 -3.030  0.01
C 3.102 1.987 -2.970  0.00
C -1.841 4.174 3.446  0.01
C -0.121 2.215 2.354  -0.01
C 4.350 0.088 2.756  0.03
C -1.211 -1.754 -1.772  0.03
H 0.194 0.253 -2.853  -0.01
H -3.062 -2.160 -0.840  0.00
H 0.068 -0.006 2.465  -0.05
H -1.734 -3.245 -0.347  0.00
H 4.083 2.427 -3.164  0.00
H 6.606 -1.905 1.182  0.00
H 2.336 3.343 -5.131  0.00
H -0.231 6.038 -5.674  0.00
H 1.495 5.932 -6.027  0.00
H -0.512 6.110 -0.882  0.00
H 0.425 4.617 -6.501  0.00
H -0.827 -0.382 -4.166  0.01
H -0.315 -2.672 1.266  0.00
H -1.870 -2.784 2.141  0.00
H 2.933 1.211 -3.721  0.00
H -1.340 4.546 -0.724  0.00
H 3.126 1.525 -1.987  0.00
H -0.536 5.924 -3.318  0.00
H 1.212 2.755 3.860  0.00
H -0.140 -1.668 -1.552  0.00
H -1.234 1.174 -3.416  0.00
H -2.509 4.893 3.901  0.00
H 0.181 4.800 0.105  0.00
H -0.824 -1.366 2.353  -0.01
H 4.732 -2.112 -0.428  0.00
H 4.266 0.678 3.657  0.00
H -1.355 -2.514 -2.546  0.00
H -0.295 4.428 4.913  0.00

**HOMO level (alpha / beta)**: -0.1284 / -0.1289 hartree
**Total energy**: -5833.653169 Ha
**Frontier orbital gap (alpha / beta)**: 5.339 / 5.332 eV
**Total charge**: -1
**Spin multiplicity**: 3
**LUMO level (alpha / beta)**: 1.8464 / 1.8236 eV



(10)
Entry from OMol25: a molecular structure, C12H11N5O9P2PtS2 (the ωB97M-V functional and the def2-TZVPD basis).

Last column: Mulliken charge in e.
Atoms and positions in Å:
Pt 0.816 1.161 -0.923  0.78
S 3.168 -1.544 -0.803  0.01
S 0.854 -3.437 -0.818  -0.06
P 3.560 1.864 0.335  0.97
P 1.379 3.860 0.505  0.83
O 1.820 5.258 0.375  -0.80
O 2.829 1.341 -0.912  -0.63
O 2.608 2.922 1.058  -0.17
O 0.271 3.593 1.591  -0.38
O -3.647 1.769 -0.902  -0.68
O 4.745 2.738 -0.346  -0.56
O 0.849 3.178 -0.763  -0.62
O 4.142 0.932 1.314  -0.73
O -1.193 0.974 -0.919  -0.98
N -0.719 -1.259 -1.047  -0.58
N 0.250 -0.169 2.032  -0.52
N 0.484 3.215 4.730  -0.78
N 0.681 0.786 4.286  -0.79
N 0.599 -0.819 -1.002  0.23
C 3.521 -3.292 -1.138  -0.58
C -3.447 -1.884 -1.099  -0.30
C 2.482 -4.116 -0.405  -0.57
C -5.731 -1.171 -1.111  -0.26
C -3.004 -0.563 -1.026  0.28
C -3.961 0.467 -0.984  0.30
C 1.445 -1.781 -0.932  0.22
C 0.570 2.080 4.467  0.70
C -5.321 0.144 -1.028  -0.72
C -4.792 -2.198 -1.145  -0.77
C -1.552 -0.273 -0.989  0.80
C 0.480 0.350 3.045  0.49
H 2.498 -5.166 -0.703  0.35
H 0.484 3.756 2.532  0.29
H -6.032 0.958 -0.986  0.41
H 2.635 -4.051 0.673  0.30
H -2.692 -2.659 -1.112  0.45
H -6.790 -1.400 -1.144  0.34
H 4.525 -3.485 -0.758  0.35
H -2.661 1.829 -0.846  0.42
H -5.108 -3.232 -1.199  0.37
H 3.502 -3.499 -2.210  0.28
H 5.452 2.822 0.306  0.30

**HOMO level**: -0.0836 hartree
**Total energy**: -3013.638277 Ha
**Frontier orbital gap**: 6.143 eV
**Total charge**: -2
**Relative energy (zero: lowest compared OMol25 entry of this formula, charge and spin)**: 0.432 eV
**LUMO level**: 3.8677 eV



no.,F_max (eV Å⁻¹)
1,7.089
2,4.511
3,0.183
4,3.838
5,16.272
6,2.072
7,3.775
8,1.709
9,9.372
10,0.768